DFT (ωB97M-V with the def2-TZVPD basis set) results for a molecular structure, C37H38N5O2P2RuSe.

## Properties
relative energy (zero: lowest compared OMol25 entry of this formula, charge and spin) = 0.0 kJ/mol
multiplicity = 2
net charge = +2
⟨S²⟩ = 0.757

Element x y z (Å)
Ru (-0.181, 0.340, 0.080)
C (0.604, -0.569, 3.563)
P (-0.402, 0.427, 2.427)
C (-0.347, 2.069, 3.188)
C (-2.068, -0.278, 2.607)
C (-2.996, 0.121, 3.555)
C (-4.260, -0.459, 3.573)
C (-4.592, -1.434, 2.648)
C (-3.659, -1.850, 1.704)
C (-2.393, -1.286, 1.686)
P (-1.122, -1.723, 0.458)
C (-1.965, -2.478, -0.950)
C (-0.140, -3.091, 1.150)
H (0.216, -0.382, 4.566)
H (1.653, -0.276, 3.523)
H (0.516, -1.632, 3.358)
H (-0.873, 2.069, 4.142)
H (-0.761, 2.830, 2.531)
H (0.699, 2.307, 3.391)
H (-2.758, 0.893, 4.275)
H (-4.987, -0.138, 4.307)
H (-5.580, -1.875, 2.656)
H (-3.937, -2.615, 0.990)
H (-2.663, -1.776, -1.407)
H (-2.500, -3.371, -0.626)
H (-1.220, -2.771, -1.688)
H (-0.762, -3.744, 1.764)
H (0.699, -2.721, 1.732)
H (0.264, -3.677, 0.322)
N (-0.908, 0.790, -7.242)
C (-0.513, 0.404, -8.506)
C (-0.915, 0.815, -9.775)
C (-0.297, 0.199, -10.842)
C (0.687, -0.793, -10.660)
C (1.078, -1.196, -9.404)
C (0.462, -0.582, -8.311)
N (0.650, -0.791, -6.954)
C (-0.172, 0.032, -6.366)
C (-0.274, 0.121, -4.913)
C (-1.083, 1.027, -4.235)
C (-1.095, 1.039, -2.853)
N (-0.358, 0.210, -2.106)
C (0.411, -0.683, -2.763)
C (0.482, -0.759, -4.131)
H (-1.611, 1.473, -7.027)
H (-1.671, 1.575, -9.919)
H (-0.574, 0.482, -11.848)
H (1.139, -1.246, -11.531)
H (1.831, -1.958, -9.258)
H (-1.714, 1.734, -4.757)
H (-1.739, 1.731, -2.333)
H (0.989, -1.362, -2.151)
H (1.112, -1.492, -4.615)
C (2.515, 1.878, -2.693)
N (2.656, 2.490, -1.379)
C (2.582, 1.876, -0.201)
Se (2.251, 0.039, 0.145)
N (2.790, 2.779, 0.764)
C (2.983, 4.037, 0.204)
C (3.231, 5.285, 0.761)
C (3.377, 6.332, -0.126)
C (3.280, 6.146, -1.514)
C (3.037, 4.904, -2.065)
C (2.891, 3.851, -1.170)
H (2.584, 0.800, -2.590)
H (3.323, 2.226, -3.333)
H (1.554, 2.150, -3.129)
H (2.823, 2.542, 1.741)
H (3.314, 5.430, 1.829)
H (3.577, 7.324, 0.256)
H (3.407, 6.999, -2.166)
H (2.968, 4.764, -3.135)
O (-0.370, 2.543, -0.013)
C (-1.625, 2.385, -0.031)
O (-2.050, 1.160, -0.040)
C (-2.573, 3.499, -0.037)
C (-2.096, 4.807, -0.129)
C (-2.993, 5.860, -0.132)
C (-4.357, 5.607, -0.040)
C (-4.832, 4.305, 0.054)
C (-3.942, 3.245, 0.055)
H (-1.030, 4.982, -0.200)
H (-2.635, 6.878, -0.205)
H (-5.055, 6.434, -0.042)
H (-5.895, 4.121, 0.127)
H (-4.293, 2.225, 0.132)

Here are the Löwdin charges for atoms 1 to 2, given in e:
1 Ru 0.734
2 C -0.214

---

DFT (ωB97M-V with the def2-TZVPD basis set) results for a molecular structure, C37H39BN2O4P2Ti.

## Properties
relative energy (zero: lowest compared OMol25 entry of this formula, charge and spin) = 30.6 kJ/mol
multiplicity = 3
⟨S²⟩ = 2.008

Element x y z (Å)
Ti (2.468, -0.691, 0.331)
N (3.154, -0.407, 2.489)
C (3.972, -1.629, 2.677)
C (4.756, -2.005, 1.402)
O (5.629, -2.837, 1.506)
O (4.371, -1.384, 0.323)
H (3.748, 0.412, 2.576)
H (2.445, -0.327, 3.210)
H (3.297, -2.458, 2.897)
H (4.679, -1.552, 3.502)
C (0.579, 3.321, -1.251)
N (1.098, 2.033, -0.807)
P (2.728, 1.554, -0.939)
C (3.630, 2.968, -0.207)
C (4.323, 3.940, -0.923)
C (4.900, 5.018, -0.265)
C (4.781, 5.142, 1.111)
C (4.075, 4.188, 1.832)
C (3.508, 3.108, 1.175)
C (3.119, 1.633, -2.711)
C (4.450, 1.542, -3.120)
C (4.765, 1.462, -4.467)
C (3.754, 1.457, -5.419)
C (2.428, 1.515, -5.018)
C (2.110, 1.593, -3.669)
P (0.364, 0.876, 0.221)
C (-1.199, 0.483, -0.623)
C (-2.458, 0.820, -0.139)
C (-3.600, 0.405, -0.814)
C (-3.491, -0.353, -1.970)
C (-2.236, -0.697, -2.456)
C (-1.098, -0.283, -1.786)
C (-0.191, 1.678, 1.762)
C (-0.436, 3.035, 1.954)
C (-0.818, 3.511, 3.202)
C (-0.979, 2.637, 4.266)
C (-0.756, 1.279, 4.082)
C (-0.357, 0.804, 2.841)
H (0.975, 3.563, -2.238)
H (0.860, 4.129, -0.571)
H (-0.509, 3.269, -1.325)
H (4.406, 3.865, -1.999)
H (5.438, 5.767, -0.831)
H (5.231, 5.983, 1.621)
H (3.966, 4.287, 2.905)
H (2.934, 2.375, 1.735)
H (5.244, 1.519, -2.382)
H (5.800, 1.392, -4.774)
H (4.003, 1.390, -6.470)
H (1.634, 1.490, -5.753)
H (1.071, 1.607, -3.363)
H (-2.556, 1.394, 0.774)
H (-4.577, 0.670, -0.428)
H (-4.381, -0.687, -2.487)
H (-2.146, -1.309, -3.345)
H (-0.119, -0.584, -2.146)
H (-0.336, 3.734, 1.137)
H (-0.996, 4.570, 3.339)
H (-1.282, 3.012, 5.235)
H (-0.890, 0.588, 4.904)
H (-0.191, -0.258, 2.691)
C (-5.990, -3.435, -0.541)
C (-5.092, -3.919, 0.606)
C (-5.389, -5.397, 0.894)
C (-5.444, -3.109, 1.854)
C (-3.623, -3.758, 0.210)
C (-3.143, -4.422, -0.924)
C (-1.824, -4.319, -1.358)
C (-0.982, -3.520, -0.616)
O (0.331, -3.196, -0.829)
B (0.706, -2.268, 0.168)
O (-0.418, -2.128, 1.043)
C (-1.439, -2.866, 0.512)
C (-2.743, -2.962, 0.948)
H (-7.043, -3.546, -0.270)
H (-5.816, -4.002, -1.456)
H (-5.799, -2.382, -0.756)
H (-6.436, -5.526, 1.176)
H (-4.765, -5.762, 1.712)
H (-5.196, -6.021, 0.021)
H (-6.500, -3.249, 2.093)
H (-5.275, -2.041, 1.699)
H (-4.862, -3.429, 2.720)
H (-3.820, -5.043, -1.497)
H (-1.475, -4.836, -2.242)
H (-3.054, -2.420, 1.829)

Here are the Löwdin charges for atoms 1 to 2, given in e:
1 Ti 0.612
2 N -0.038

---

DFT (ωB97M-V with the def2-TZVPD basis set) results for a molecular structure, C37H39BrEuN6O5.

## Properties
relative energy (zero: lowest compared OMol25 entry of this formula, charge and spin) = 0.0 kJ/mol
multiplicity = 8
⟨S²⟩ = 15.759

Element x y z (Å)
Eu (0.421, -1.209, -0.678)
C (3.811, -2.121, -1.778)
O (2.859, -1.065, -1.843)
C (3.304, 0.218, -1.748)
C (4.613, 0.587, -1.638)
C (4.961, 1.954, -1.570)
Br (6.793, 2.394, -1.416)
C (4.014, 2.927, -1.607)
C (2.649, 2.556, -1.709)
C (2.244, 1.203, -1.782)
O (1.007, 0.847, -1.874)
C (1.607, 3.541, -1.682)
N (0.301, 3.256, -1.721)
C (-0.434, 4.425, -1.642)
C (-1.801, 4.659, -1.626)
C (-2.201, 5.980, -1.529)
C (-1.277, 7.027, -1.449)
C (0.089, 6.793, -1.461)
C (0.485, 5.469, -1.558)
N (1.746, 4.882, -1.582)
H (4.552, -2.018, -2.573)
H (3.242, -3.038, -1.914)
H (4.301, -2.127, -0.802)
H (5.396, -0.156, -1.602)
H (4.311, 3.964, -1.544)
H (0.079, 2.246, -1.763)
H (-2.520, 3.854, -1.682)
H (-3.257, 6.210, -1.513)
H (-1.636, 8.044, -1.373)
H (0.804, 7.600, -1.394)
H (2.634, 5.348, -1.523)
C (-2.094, 1.171, 1.967)
C (-1.923, 1.175, 0.451)
C (-3.128, 0.637, -0.289)
C (-4.242, 1.472, -0.330)
C (-5.401, 1.111, -0.988)
C (-5.446, -0.107, -1.645)
C (-4.364, -0.978, -1.629)
C (-4.422, -2.205, -2.506)
C (-3.708, -1.966, -3.832)
C (-3.204, -0.618, -0.915)
N (-2.082, -1.474, -0.943)
C (-2.179, -2.711, -0.569)
C (-1.190, -3.748, -0.682)
C (-1.475, -5.101, -0.457)
C (-0.318, -5.809, -0.779)
C (0.619, -4.849, -1.168)
N (0.116, -3.605, -1.130)
H (-1.185, 1.506, 2.469)
H (-2.338, 0.169, 2.319)
H (-2.908, 1.835, 2.259)
H (-0.991, 0.665, 0.185)
H (-1.761, 2.204, 0.105)
H (-4.189, 2.432, 0.172)
H (-6.258, 1.771, -1.002)
H (-6.332, -0.397, -2.196)
H (-5.471, -2.455, -2.681)
H (-3.988, -3.082, -2.025)
H (-4.105, -1.086, -4.341)
H (-3.814, -2.823, -4.497)
H (-2.641, -1.801, -3.670)
H (-3.125, -3.049, -0.135)
H (-2.417, -5.497, -0.113)
H (-0.168, -6.874, -0.734)
H (1.643, -5.022, -1.473)
C (2.058, 1.151, 3.823)
C (2.905, -0.105, 3.708)
C (2.081, -1.354, 3.364)
C (3.020, -2.576, 3.196)
C (2.328, -3.863, 2.780)
C (1.133, -1.656, 4.510)
O (1.499, -1.682, 5.666)
N (-0.150, -1.937, 4.151)
C (-0.701, -1.896, 2.855)
O (-1.869, -2.197, 2.726)
N (0.090, -1.489, 1.820)
C (1.367, -1.157, 2.032)
O (2.076, -0.726, 1.088)
H (2.669, 2.017, 4.078)
H (1.299, 1.052, 4.601)
H (1.550, 1.377, 2.881)
H (3.413, -0.308, 4.652)
H (3.665, 0.016, 2.936)
H (3.532, -2.709, 4.152)
H (3.774, -2.286, 2.461)
H (1.586, -4.180, 3.515)
H (3.053, -4.671, 2.685)
H (1.816, -3.774, 1.818)
H (-0.806, -2.188, 4.878)

Here are the Löwdin charges for atoms 1 to 2, given in e:
1 Eu 1.672
2 C -0.041